An isolated molecule of C5H7NO. Source: the Open Molecules 2025 dataset; level of theory: the ωB97M-V functional and the def2-TZVPD basis.

Geometry as ORCA input:
```
! RIJCOSX wB97M-V def2-TZVPD def2/J DEFGRID3
* xyz 0 1
C -1.8617 0.1368 -0.0538
C -0.5559 -0.5025 0.4307
C 0.7436 0.0411 -0.1915
C 0.5635 1.0467 -1.2341
N 0.3455 1.6079 -2.2223
C 1.9855 -0.1688 0.5680
O 1.7966 -0.8200 -0.6668
H -1.9404 1.1864 0.2544
H -2.7118 -0.3947 0.3867
H -1.9663 0.1018 -1.1416
H -0.4808 -0.3409 1.5138
H -0.5711 -1.5856 0.2728
H 2.7573 0.5834 0.7059
H 1.8959 -0.8917 1.3778
*
```

Calculated values
ΔE to the lowest compared entry with this formula, charge and spin: 2.161 eV
LUMO level: 0.799 eV
structure (SMILES): CC[C@@]1(C#N)CO1
gap between HOMO and LUMO: 11.66 eV

An isolated molecule of C15H32OS. Source: the Open Molecules 2025 dataset; level of theory: the ωB97M-V functional and the def2-TZVPD basis.

Geometry as ORCA input:
```
! RIJCOSX wB97M-V def2-TZVPD def2/J DEFGRID3
* xyz 0 1
C 0.0271 -1.7311 9.1945
C -0.2573 -1.6631 7.7301
O -1.1981 -2.6151 7.3755
C -0.6095 -0.2918 7.1560
S 0.1969 -0.0994 5.4928
C -0.3869 1.5737 4.8401
C -1.3709 1.3415 3.6536
C -0.5190 1.2658 2.3737
C -1.2766 0.7045 1.0847
C -0.3928 0.7532 -0.1815
C -1.2101 0.7508 -1.4874
C -0.3378 0.0982 -2.6158
C 0.4139 1.0979 -3.3335
C 1.2573 0.7669 -4.5074
C 0.3510 0.1503 -5.6314
C 2.3805 -0.3184 -4.3129
C 1.9164 2.0491 -5.1057
H -0.6049 -1.0867 9.8497
H 1.1098 -1.5024 9.3958
H -0.0821 -2.8138 9.4438
H 0.7192 -1.9089 7.3076
H -0.9169 -2.9509 6.5319
H -1.6652 -0.2030 7.0381
H -0.2852 0.4793 7.8973
H -0.8197 2.1620 5.7012
H 0.3160 2.2903 4.4555
H -2.0028 0.3871 3.8936
H -2.1188 2.2640 3.6122
H 0.2628 0.5396 2.6070
H -0.1213 2.2267 2.1958
H -2.0841 1.3901 0.9709
H -1.6071 -0.2938 1.2694
H 0.3204 -0.0083 -0.0981
H 0.2434 1.6924 -0.1397
H -1.5382 1.7446 -1.7779
H -2.0967 0.1816 -1.3781
H -0.9302 -0.4267 -3.3421
H 0.3692 -0.6708 -2.2297
H 1.0503 1.6828 -2.6216
H -0.4147 1.8265 -3.5974
H 0.0490 -0.8779 -5.3780
H -0.6133 0.6530 -5.8676
H 0.9151 0.1756 -6.6270
H 3.2282 -0.1039 -3.7105
H 2.7539 -0.4779 -5.3297
H 1.9115 -1.1827 -4.0453
H 2.6476 1.6669 -5.9074
H 1.1974 2.8969 -5.5560
H 2.4514 2.5844 -4.3938
*
```

Calculated values
ΔE to the lowest compared entry with this formula, charge and spin: 0.000 eV
LUMO level: 0.799 eV
structure (SMILES): C[C@@H](O)CSCCCCCCCCC(C)(C)C
gap between HOMO and LUMO: 9.44 eV

An isolated molecule of C5H8N2. Source: the Open Molecules 2025 dataset; level of theory: the ωB97M-V functional and the def2-TZVPD basis.

Geometry as ORCA input:
```
! RIJCOSX wB97M-V def2-TZVPD def2/J DEFGRID3
* xyz 0 1
C 0.6295 -1.4992 0.3622
C -0.1252 -0.2405 -0.1644
C -0.8255 0.5546 0.9315
C 0.1780 1.3349 1.6808
N 0.9865 1.9347 2.2522
C 0.1913 0.8058 -1.4829
N -0.6727 -0.3017 -1.4414
H 0.3808 -1.7252 1.4123
H 0.3343 -2.3971 -0.2057
H 1.7156 -1.4265 0.3103
H -1.3800 -0.0577 1.6540
H -1.5144 1.2468 0.4454
H 1.2664 0.8541 -1.6213
H -0.3153 1.6994 -1.9154
H -0.6975 -1.1081 -2.0359
*
```

Calculated values
ΔE to the lowest compared entry with this formula, charge and spin: 2.917 eV
LUMO level: 0.854 eV
structure (SMILES): C[C@@]1(CC#N)CN1
gap between HOMO and LUMO: 10.21 eV

A 8-piece molecular cluster, C31H50O16 overall. Source: the Open Molecules 2025 dataset; level of theory: the ωB97M-V functional and the def2-TZVPD basis.

Geometry as ORCA input:
```
! RIJCOSX wB97M-V def2-TZVPD def2/J DEFGRID3
* xyz 0 1
C 1.6302 0.9048 1.7317
O 0.9489 -0.3169 1.4557
C 0.4272 -0.4303 0.2440
O 0.1830 0.4679 -0.5145
O 0.0853 -1.7139 0.0798
C -0.5898 -1.9964 -1.1488
H 0.9036 1.7167 1.7696
H 2.4347 1.0609 1.0165
H 2.0692 0.8886 2.7279
H 0.1293 -2.1424 -1.9502
H -1.3062 -1.2101 -1.3826
H -1.2358 -2.8604 -1.0084
O -3.6841 -6.7276 -5.2184
C -3.6242 -6.4524 -4.0566
C -3.2338 -7.3040 -2.8513
C -3.4001 -6.3802 -1.6109
C -3.7219 -5.0171 -2.2428
O -3.8999 -5.2066 -3.6467
H -3.7058 -8.2551 -2.6394
H -2.1536 -7.3610 -3.0110
H -4.2083 -6.6783 -0.9494
H -2.4377 -6.4065 -1.1041
H -4.7442 -4.7110 -1.9995
H -3.0510 -4.1827 -2.0425
O 6.0989 5.7358 -0.5816
C 5.4715 5.4109 0.3804
C 4.5902 6.2404 1.2535
C 3.8402 5.1977 2.0901
C 4.6702 3.9405 1.9734
O 5.3811 4.0923 0.7422
H 5.1101 6.8948 1.9564
H 3.9641 6.9124 0.6716
H 3.6904 5.6078 3.0860
H 2.8371 5.0493 1.6797
H 5.3738 3.8749 2.8106
H 4.1002 3.0198 1.8904
O 1.2732 5.7206 -3.9019
C 1.2041 4.5182 -3.9277
C 1.8747 3.5350 -2.9499
C 0.9065 2.3408 -3.0319
C 0.2898 2.4881 -4.4304
O 0.4031 3.8755 -4.7666
H 2.8173 3.2528 -3.4182
H 1.9609 3.9897 -1.9717
H 1.4585 1.4020 -3.0801
H 0.1037 2.2642 -2.3052
H 0.9247 1.9833 -5.1672
H -0.7086 2.0684 -4.5160
O -5.1380 -0.5000 -0.2328
C -4.7492 -1.5184 0.2393
C -5.5569 -2.4473 1.1046
C -4.4671 -3.0652 1.9689
C -3.1861 -3.0242 1.0467
O -3.4663 -1.9131 0.1485
H -6.2454 -1.8799 1.7233
H -6.0721 -3.2730 0.6128
H -4.3356 -2.3478 2.7791
H -4.6639 -4.0792 2.3038
H -2.4149 -2.6724 1.7249
H -2.9776 -3.9444 0.5120
O -4.8182 3.5479 3.2882
C -3.9182 2.9301 2.8129
C -3.6088 1.4659 3.0334
C -2.6304 1.2091 1.8968
C -2.0779 2.5692 1.4569
O -2.9940 3.5081 1.9953
H -3.0855 1.3686 3.9851
H -4.5750 0.9719 3.0784
H -1.8930 0.4711 2.2211
H -3.0534 0.7765 0.9853
H -1.0754 2.7033 1.8822
H -1.9568 2.6817 0.3815
O 3.4036 2.8474 4.3699
C 3.9891 3.2973 5.3088
C 4.6527 2.5568 6.4638
C 4.7480 3.6538 7.5405
C 4.8018 4.9412 6.6903
O 4.2679 4.6071 5.4065
H 3.9445 1.7750 6.7248
H 5.5937 2.2300 6.0242
H 3.8979 3.6156 8.2122
H 5.7002 3.6020 8.0655
H 4.1670 5.6990 7.1498
H 5.7954 5.3388 6.4860
C -0.4890 -4.3079 -4.2649
C 0.3352 -3.2999 -5.0125
C 0.7613 -4.1261 -6.2379
O 0.8967 -5.4458 -5.7726
C 0.1936 -5.6217 -4.5356
H -1.5108 -4.2988 -4.6554
H -0.5882 -4.2853 -3.1741
H 1.2199 -2.9834 -4.4561
H -0.2703 -2.4426 -5.3101
H 1.6396 -3.6802 -6.7145
H 0.0185 -4.0304 -7.0449
H 0.8837 -5.8583 -3.7221
H -0.5434 -6.4231 -4.6241
*
```

Calculated values
LUMO level: 0.070 eV
structure (SMILES): COC(=O)OC.O=C1CCCO1.O=C1CCCO1.O=C1CCCO1.O=C1CCCO1.O=C1CCCO1.O=C1CCCO1.C1CCOC1
gap between HOMO and LUMO: 9.81 eV

A 2-piece molecular cluster, C14H14Si overall. Source: the Open Molecules 2025 dataset; level of theory: the ωB97M-V functional and the def2-TZVPD basis.

Geometry as ORCA input:
```
! RIJCOSX wB97M-V def2-TZVPD def2/J DEFGRID3
* xyz 0 1
C -4.1189 1.7392 0.5629
C 3.0077 2.3058 1.3360
C -3.4541 2.1271 -0.6262
C -3.6223 0.5167 1.1229
C 2.0487 1.5255 2.0319
C 3.4534 1.9232 0.0932
C -2.4984 1.3544 -1.2531
C -2.7472 -0.3173 0.4370
C 1.4514 0.4629 1.4998
C 2.8242 0.8579 -0.5212
C -2.2799 0.0702 -0.7621
C 1.8843 0.0765 0.1865
C 0.6919 -3.1607 -0.7360
C 1.1959 -2.6117 -2.1135
Si 0.9314 -1.2813 -0.8403
H -4.8195 2.3633 1.0034
H 3.5214 3.0650 1.9446
H -3.8893 3.0384 -1.1461
H -4.0278 0.1393 1.9983
H 1.6208 1.9398 2.9223
H 4.2672 2.4051 -0.4674
H -2.1000 1.5475 -2.1965
H -2.3755 -1.1831 0.9620
H 0.6047 -0.0745 1.7819
H 2.9421 0.6355 -1.5631
H -0.2524 -3.6008 -0.5777
H 1.3915 -3.7622 -0.1978
H 1.9803 -3.1949 -2.4970
H 0.2965 -2.6401 -2.7107
*
```

Calculated values
ΔE to the lowest compared entry with this formula, charge and spin: 6.345 eV
LUMO level (alpha / beta): -0.467 / -0.226 eV
gap between HOMO and LUMO (alpha / beta): 8.32 / 6.86 eV

C26H28NO8PPr as an isolated structure. Source: the Open Molecules 2025 dataset; level of theory: the ωB97M-V functional and the def2-TZVPD basis.

Geometry as ORCA input:
```
! RIJCOSX wB97M-V def2-TZVPD def2/J DEFGRID3
* xyz 1 3
Pr 0.6273 -0.3498 -0.6712
O -1.8231 3.3682 -2.0851
C -0.7849 2.7064 -1.6209
O -0.2706 1.7573 -2.1680
C -0.2162 3.2462 -0.3216
O 0.3578 2.1135 0.2905
C 1.5017 2.2721 1.1425
C 1.9369 0.7955 1.0745
O 2.6199 0.4740 0.0638
O 1.3174 -0.0207 1.7727
H -2.1301 2.9662 -2.9111
H -0.9939 3.6888 0.3011
H 0.5400 4.0016 -0.5574
H 1.2111 2.6105 2.1360
H 2.2501 2.9316 0.7014
O -1.4767 -0.4241 -1.4359
C -1.5179 -1.6073 -0.9783
O -0.5717 -2.4023 -1.2058
C -2.4450 -1.8636 0.1701
P -1.3959 -0.8353 1.3547
C -1.7446 -1.6266 2.9572
C -2.7893 -1.2640 3.8013
C -2.9813 -1.9532 4.9894
C -2.1364 -2.9971 5.3371
C -1.0948 -3.3645 4.4974
C -0.8943 -2.6742 3.3134
C -2.2725 0.7640 1.5027
C -1.8492 1.5690 2.5667
C -2.4331 2.8052 2.7849
C -3.4328 3.2590 1.9319
C -3.8382 2.4773 0.8616
C -3.2580 1.2332 0.6413
H -2.4357 -2.9045 0.4780
H -3.4557 -1.4817 0.0570
H -3.4576 -0.4571 3.5307
H -3.7942 -1.6740 5.6468
H -2.2851 -3.5248 6.2701
H -0.4357 -4.1767 4.7741
H -0.0732 -2.9358 2.6546
H -1.0783 1.1969 3.2330
H -2.1206 3.4135 3.6244
H -3.8965 4.2215 2.1069
H -4.6141 2.8382 0.1991
H -3.5893 0.6337 -0.1952
O 2.0041 -2.3872 -0.6103
C 3.1128 -2.5714 -1.5083
C 2.6609 -2.8948 -2.9279
C 1.8004 -1.7872 -3.5626
C 2.5231 -0.4691 -3.5745
C 3.5513 -0.2150 -4.4741
C 4.2195 0.9936 -4.4142
C 3.8266 1.9239 -3.4614
C 2.7918 1.5955 -2.6113
N 2.1531 0.4216 -2.6492
H 1.4766 -3.1934 -0.6184
H 3.7527 -3.3711 -1.1326
H 3.6732 -1.6375 -1.4752
H 2.0926 -3.8288 -2.9278
H 3.5576 -3.0592 -3.5293
H 0.8660 -1.6834 -3.0004
H 1.5413 -2.0744 -4.5815
H 3.8197 -0.9583 -5.2137
H 5.0248 1.2112 -5.1027
H 4.3208 2.8816 -3.3813
H 2.4556 2.2973 -1.8596
*
```

Calculated values
<S²>: 2.002
ΔE to the lowest compared entry with this formula, charge and spin: 0.606 eV
LUMO level (alpha / beta): -1.998 / -1.980 eV
gap between HOMO and LUMO (alpha / beta): 9.13 / 9.19 eV

A 2-piece molecular cluster, C4H12 overall. Source: the Open Molecules 2025 dataset; level of theory: the ωB97M-V functional and the def2-TZVPD basis.

Geometry as ORCA input:
```
! RIJCOSX wB97M-V def2-TZVPD def2/J DEFGRID3
* xyz 0 1
C -1.8651 -1.6269 -1.7148
C -1.8173 -1.1768 -0.2683
H -2.4272 -1.1088 -2.4810
H -0.8482 -1.8098 -2.0759
H -2.2077 -2.6757 -1.7330
H -0.9704 -0.5083 -0.0808
H -1.6178 -1.9498 0.4799
H -2.7571 -0.7413 0.0741
C 2.2734 0.8797 0.7064
C 1.3898 1.9614 1.2844
H 2.5670 0.9835 -0.3342
H 3.1962 0.6614 1.2573
H 1.7809 -0.0937 0.7550
H 0.8382 1.6480 2.1622
H 2.0026 2.8234 1.5842
H 0.8247 2.4512 0.4914
*
```

Calculated values
ΔE to the lowest compared entry with this formula, charge and spin: 0.489 eV
LUMO level: 1.085 eV
structure (SMILES): CC.CC
gap between HOMO and LUMO: 12.50 eV

C18H14Cl5NO2PdSe2Te2 as an isolated structure. Source: the Open Molecules 2025 dataset; level of theory: the ωB97M-V functional and the def2-TZVPD basis.

Geometry as ORCA input:
```
! RIJCOSX wB97M-V def2-TZVPD def2/J DEFGRID3
* xyz -2 3
Pd 0.5140 -0.5487 -0.4249
Se 2.9565 -0.1599 -1.0131
Te 2.6967 -0.7738 1.3701
Te 1.0534 -4.4178 0.1642
Se 0.9515 -2.6647 -1.5135
C -4.5768 2.7703 0.6177
C -3.1861 2.6366 -0.0155
C -3.2768 1.9300 -1.3735
C -2.5334 4.0125 -0.1851
C -2.3488 1.8215 0.8802
N -1.6983 1.1840 1.5778
H -5.2430 3.2842 -0.0794
H -4.5318 3.3418 1.5466
H -4.9953 1.7880 0.8396
H -3.8506 2.5561 -2.0622
H -3.7779 0.9649 -1.2771
H -2.2774 1.7633 -1.7803
H -3.1546 4.6239 -0.8446
H -1.5444 3.9135 -0.6335
H -2.4320 4.5210 0.7752
Cl -0.6375 -1.7359 2.5529
C -1.7369 -1.8360 1.2221
C -1.3616 -1.3041 -0.0122
C -2.3083 -1.4270 -1.0341
Cl -1.9369 -0.8110 -2.6159
C -3.5606 -2.0089 -0.8440
Cl -4.7050 -2.1164 -2.1440
C -3.8998 -2.5098 0.4062
Cl -5.4671 -3.2017 0.6754
C -2.9777 -2.4282 1.4432
Cl -3.4011 -3.0615 2.9999
O -0.2009 1.9985 -1.8808
C 0.4501 2.3594 -0.8835
O 0.7058 1.7037 0.1584
C 0.9855 3.7868 -0.8874
C 1.2448 4.4471 0.3087
C 1.7559 5.7381 0.3035
C 2.0331 6.3733 -0.9014
C 1.7768 5.7166 -2.0988
C 1.2488 4.4322 -2.0894
H 1.0492 3.9180 1.2331
H 1.9494 6.2478 1.2408
H 2.4527 7.3732 -0.9069
H 1.9888 6.2086 -3.0417
H 1.0304 3.9009 -3.0069
*
```

Calculated values
<S²>: 2.026
ΔE to the lowest compared entry with this formula, charge and spin: 0.000 eV
LUMO level (alpha / beta): 4.158 / 4.135 eV
gap between HOMO and LUMO (alpha / beta): 4.96 / 4.93 eV

C18H37IrO2P3 as an isolated structure. Source: the Open Molecules 2025 dataset; level of theory: the ωB97M-V functional and the def2-TZVPD basis.

Geometry as ORCA input:
```
! RIJCOSX wB97M-V def2-TZVPD def2/J DEFGRID3
* xyz 3 5
Ir -0.0252 -0.9579 0.1736
P -1.1906 -1.1649 2.1561
P -0.8172 -2.8332 -0.7878
P -1.4984 0.4306 -1.0734
H 5.9654 3.6600 -0.5110
C 5.0130 4.1928 -0.3946
C 4.4598 4.3707 0.8105
H 4.9145 3.9483 1.7188
C -0.0866 -1.7979 3.4505
C -2.7048 -2.1534 2.3226
C -1.6026 0.5167 2.7095
C -0.0863 -3.0905 -2.4384
C -0.4000 -4.3479 0.1578
C -2.6122 -3.0811 -1.0314
C -1.1796 2.1981 -0.8154
C -3.2688 0.3363 -0.6614
C -1.4704 0.2579 -2.8920
H 4.5621 4.6008 -1.3100
H 3.5853 5.0254 0.9326
H 0.8314 -1.1960 3.4714
H 0.1724 -2.8486 3.2667
H -0.5986 -1.7170 4.4189
H -2.5237 -3.2184 2.1347
H -3.5011 -1.8162 1.6500
H -3.0700 -2.0571 3.3559
H -0.7264 1.1677 2.5810
H -1.8588 0.4714 3.7776
H -2.4527 0.9410 2.1588
H -0.5640 -3.9485 -2.9285
H 0.9837 -3.3033 -2.3482
H -0.1969 -2.2090 -3.0791
H -1.0011 -5.1889 -0.2177
H -0.6119 -4.2156 1.2265
H 0.6637 -4.5856 0.0386
H -2.7990 -3.4301 -2.0541
H -3.1929 -2.1711 -0.8757
H -3.0011 -3.8330 -0.3346
H -2.0001 2.8121 -1.1958
H -0.2567 2.5033 -1.3131
H -1.0547 2.4001 0.2500
H -3.7068 1.3384 -0.7704
H -3.4602 0.0029 0.3643
H -3.7869 -0.3238 -1.3639
H -1.9234 1.1461 -3.3549
H -2.0390 -0.6303 -3.1893
H -0.4443 0.1645 -3.2660
C 2.1167 1.3991 0.5973
C 2.8114 1.0698 -0.6293
C 2.6838 1.9410 -1.7027
C 2.0564 3.1967 -1.5210
C 1.6826 3.6219 -0.2458
C 1.9013 2.7874 0.8528
O 1.5640 0.4699 1.3159
H 0.3798 0.2167 -1.0624
H 3.2618 0.0638 -0.6839
H 3.0296 1.6435 -2.6962
H 1.9256 3.8888 -2.3700
H 1.2112 4.6148 -0.1392
H 1.8546 3.1028 1.8938
O 2.5179 -2.4992 0.8537
C 1.5648 -1.8829 0.6173
*
```

Calculated values
<S²>: 6.043
ΔE to the lowest compared entry with this formula, charge and spin: 0.702 eV
LUMO level (alpha / beta): -8.874 / -13.733 eV
gap between HOMO and LUMO (alpha / beta): 6.09 / 4.70 eV

An isolated molecule of C5H11NO. Source: the Open Molecules 2025 dataset; level of theory: the ωB97M-V functional and the def2-TZVPD basis.

Geometry as ORCA input:
```
! RIJCOSX wB97M-V def2-TZVPD def2/J DEFGRID3
* xyz 0 1
C -1.8120 0.7902 -0.4684
C -1.3106 -0.8240 0.2059
N 0.1069 -0.7846 0.4570
C 0.2906 0.2549 1.4460
C 0.8732 -0.7880 -0.7073
C 2.1552 0.0141 -0.6888
O 0.5021 -1.3803 -1.7023
H -2.8958 0.9182 -0.4087
H -1.5184 0.6731 -1.5094
H -1.4693 1.8610 -0.2743
H -1.4807 -1.6316 -0.5268
H -1.7900 -1.1372 1.1562
H -0.0996 -0.0814 2.4119
H 1.3360 0.5240 1.5721
H -0.3639 1.0559 1.0654
H 2.6155 -0.0661 -1.6726
H 2.8438 -0.3498 0.0787
H 1.9402 1.0680 -0.4760
*
```

Calculated values
ΔE to the lowest compared entry with this formula, charge and spin: 2.086 eV
LUMO level: 0.971 eV
structure (SMILES): CCN(C)C(C)=O
gap between HOMO and LUMO: 10.26 eV

A 2-piece molecular cluster, C7H11N2S overall. Source: the Open Molecules 2025 dataset; level of theory: the ωB97M-V functional and the def2-TZVPD basis.

Geometry as ORCA input:
```
! RIJCOSX wB97M-V def2-TZVPD def2/J DEFGRID3
* xyz 1 1
C -3.1747 -0.1570 0.2290
C -4.1956 0.5975 0.6953
C -1.9710 1.6562 0.3938
C 2.6788 -0.2790 -1.2367
C 2.8775 -0.6695 0.3493
C 1.1976 -0.1402 -1.3234
C 1.3676 -0.9058 0.8533
N -1.9452 0.4091 0.0957
N 0.5571 -0.5597 -0.3110
S -3.6096 2.2580 0.8269
H -3.1787 -1.1984 -0.0144
H -5.3008 0.5685 0.8271
H -1.1490 2.3132 0.2499
H 3.2552 0.5128 -1.6528
H 3.0686 -1.0566 -1.9207
H 3.6164 -1.5701 0.4358
H 3.3284 0.2875 0.7921
H -0.5073 -0.3165 -0.1307
H 0.5647 0.2940 -2.0274
H 1.2740 -1.9724 1.2012
H 1.2457 -0.0716 1.6676
*
```

Calculated values
ΔE to the lowest compared entry with this formula, charge and spin: 0.941 eV
LUMO level: -3.694 eV
gap between HOMO and LUMO: 9.29 eV

Electronic energy: -8834.0418; -28954.9615; -8292.0796; -65717.0337; -22616.2422; -68643.0399; -4342.0392; -235852.4577; -54035.6840; -8899.6113; -21245.1626 (eV)